18
Properties=species:S:1:pos:R:3:nbo_charge:R:1 method="wB97M-V/def2-TZVPD" energy_ev=-14867.41636 orbital_gap_ev="9.133 / 7.510" lumo_ha="0.010 / -0.032" homo_ev="-8.86 / -8.37" relative_energy_kj_mol=214.1 max_force_ev_per_a=5.5
C -0.386 -1.804 0.258 0.482
C -1.505 -1.115 -0.601 -0.505
C -1.074 0.276 -0.666 -0.406
C 0.808 1.484 0.296 -0.522
C 0.232 -0.749 1.071 -0.200
C -0.392 0.615 0.679 -0.257
C 1.888 0.576 -0.254 0.780
O -0.093 -2.980 0.277 -0.529
F 2.128 0.457 -1.469 -0.277
F 3.041 0.464 0.503 -0.346
H -1.400 -1.709 -1.541 0.236
H -2.502 -1.173 -0.154 0.225
H -0.348 0.340 -1.433 0.199
H -1.927 0.893 -0.840 0.216
H 0.487 2.298 -0.469 0.225
H 1.126 1.922 1.234 0.245
H 1.039 -0.835 1.723 0.213
H -1.121 1.036 1.387 0.222